The following is a DFT calculation (ωB97M-V/def2-TZVPD) of 2 unconnected molecules or ions with the total composition C5H14 at a distorted geometry.

LUMO energy (alpha / beta) ... -3.07 / -10.93 eV
HOMO-LUMO gap (alpha / beta) ... 11.940 / 4.077 eV
F_max ... 1.874 eV/Å
Total charge ... +1
ΔE to the lowest compared entry with this formula, charge and spin ... 16.9 kcal per mole
Highest occupied orbital energy (alpha / beta) ... -15.01 / -15.00 eV
2S+1 ... 2

Bonds (Å) are listed after each position.
Element x y z (Å)
1 C 2.71 0.11 0.27  C2 1.529, H3 1.074, H4 1.086, H5 1.086
2 C 1.74 -0.64 -0.65  C1 1.529, H6 1.085, H7 1.096, H8 1.085
3 H 3.68 -0.33 0.15  C1 1.074
4 H 2.73 1.16 0.04  C1 1.086
5 H 2.28 0.05 1.27  C1 1.086
6 H 0.74 -0.31 -0.42  C2 1.085
7 H 1.74 -1.72 -0.47  C2 1.096
8 H 2.13 -0.52 -1.66  C2 1.085
9 C -1.35 0.70 0.41  C10 1.520, C11 1.471, H12 1.095, H13 1.120
10 C -2.10 0.77 -0.91  C9 1.520, H14 1.113, H17 1.105, H18 1.089
11 C -1.26 -0.68 0.91  C9 1.471, H15 1.106, H16 1.116, H19 1.091
12 H -0.42 1.28 0.44  C9 1.095
13 H -1.99 1.33 1.08  C9 1.120
14 H -2.98 0.11 -1.00  C10 1.113
15 H -2.16 -1.07 1.42  C11 1.106
16 H -1.02 -1.55 0.26  C11 1.116
17 H -1.47 0.34 -1.71  C10 1.105
18 H -2.57 1.75 -1.03  C10 1.089
19 H -0.43 -0.79 1.60  C11 1.091